Record 1
Computed, not measured: C3H3ClS in the gas phase in a non-equilibrium geometry, with ωB97M-V/def2-TZVPD.

Atoms and positions in Å:
C  -1.384696  0.056524  -0.245240
S  -0.571163  -1.204719  0.804468
C  1.009961  -0.540145  0.563939
C  2.110622  -0.047383  0.353832
Cl  3.392229  0.822224  -0.025386
H  -2.440484  -0.306119  -0.338706
H  -0.879432  0.164931  -1.264189
H  -1.237039  1.054686  0.151280

Atomic forces in eV per Å
0.1206 -0.3922 -1.4942
1.1783 1.0424 -0.6638
1.2351 0.0931 0.0711
-3.6342 -1.4498 0.5816
1.5986 0.7713 -0.3034
0.8634 0.8033 -0.0008
-0.7929 -0.8374 1.2048
-0.5689 -0.0306 0.6047

## Properties
* HOMO energy: -0.314 Ha
* lowest unoccupied orbital energy: 0.0256 Eh
* frontier orbital gap: 9.25 eV

***

Record 2
Computed, not measured: C3H3ClS in the gas phase in a non-equilibrium geometry, with ωB97M-V/def2-TZVPD.

Atoms and positions in Å:
Cl  -2.283553  0.281647  -0.016753
C  -0.780803  -0.590399  -0.386209
C  0.431334  0.096748  0.028595
C  0.985409  1.146161  0.534770
S  2.090489  -0.302414  -0.102269
H  -0.736227  -1.560965  0.190612
H  -0.649819  -0.968547  -1.525175
H  0.943171  1.897770  1.276432

Atomic forces in eV per Å
0.3497 -0.2211 -0.3086
0.4992 -2.5633 -1.4386
-1.3346 1.7756 -0.2175
-0.3187 -1.9098 -0.4911
1.6693 0.1293 0.2288
-0.4756 0.8767 -0.4921
-0.6712 1.3102 2.4738
0.2818 0.6024 0.2453

## Properties
* HOMO energy: -0.294 Ha
* lowest unoccupied orbital energy: 0.0216 Eh
* frontier orbital gap: 8.58 eV

***

Record 3
Computed, not measured: a molecular structure, C3H3CrO3 in a non-equilibrium geometry, with ωB97M-V/def2-TZVPD.

Atoms and positions in Å:
O  1.035037  -2.398403  3.710659
Cr  -0.585059  0.819841  1.571142
O  -0.020332  -0.537822  2.840264
C  0.533851  -1.429793  3.358668
O  0.230511  0.322480  -1.232880
C  -0.583924  1.037398  -0.498237
H  -1.183355  1.731306  -1.112071
C  0.129750  0.124005  -2.539184
H  -0.439020  0.855399  -3.117585
H  0.882541  -0.524412  -2.980777

Atomic forces in eV per Å
-0.8722 2.2399 -0.2000
-0.3402 0.5775 0.8917
-1.0259 2.1988 -0.8653
2.2008 -5.0300 1.4783
0.7218 -2.2765 -0.9152
-0.6788 1.1922 -0.6143
-0.3040 0.0495 0.1304
1.2155 2.2536 0.3919
-0.8631 -0.3503 -0.3001
-0.0539 -0.8547 0.0027

## Properties
* HOMO energy (spin up / spin down): -0.937 / -0.950 Ha
* lowest unoccupied orbital energy (spin up / spin down): -0.6661 / -0.6730 Eh
* expectation value of S²: 6.014
* spin multiplicity: 5
* net charge: +3
* frontier orbital gap (spin up / spin down): 7.38 / 7.54 eV

***

Record 4
Computed, not measured: a molecular structure, C3H3CsLiO3 in a non-equilibrium geometry, with ωB97M-V/def2-TZVPD.

Atoms and positions in Å:
H  1.485045  1.480597  0.443279
C  0.791253  -0.207204  -1.549387
C  0.453468  0.241204  -0.249466
O  0.473084  -0.781297  0.740800
C  -0.453697  -0.875829  1.704076
O  -1.408391  -0.058668  1.671877
O  0.764466  0.670792  -2.568433
H  1.708654  -0.839470  -1.526207
H  -0.334354  0.996254  -0.154789
Cs  -3.469802  -2.322122  5.207790
Li  -0.009725  1.695741  -3.719540

Atomic forces in eV per Å
-0.7914 -1.4790 -1.1101
2.4732 1.7980 -0.1614
-0.4803 1.0821 1.8817
1.7462 0.8247 -2.3521
-2.8024 0.3442 2.0603
1.0319 -0.6198 -0.1774
-1.0083 -0.2632 -0.4242
-0.8907 -0.4172 -0.4094
-0.0364 -0.6679 -0.0187
0.2005 0.1137 -0.2455
0.5578 -0.7156 0.9568

## Properties
* HOMO energy (spin up / spin down): -0.031 / -0.076 Ha
* lowest unoccupied orbital energy (spin up / spin down): 0.0286 / 0.0313 Eh
* net charge: -1
* frontier orbital gap (spin up / spin down): 1.63 / 2.93 eV

***

Record 5
Computed, not measured: a molecular structure, C3H3CsO2 in a non-equilibrium geometry, with ωB97M-V/def2-TZVPD.

Atoms and positions in Å:
C  0.325060  -1.218206  0.137747
O  -0.521020  0.758504  -0.046478
C  0.999223  -0.056524  0.150066
C  -1.044551  -0.567003  -0.021148
O  1.965422  0.698240  0.166702
H  0.680525  -2.217498  -0.098315
H  -1.545425  -0.823533  -0.971868
H  -1.709572  -0.723884  0.846973
Cs  0.850341  4.149902  -0.163681

Atomic forces in eV per Å
-0.5628 -0.4045 -0.3511
1.0563 -0.0670 0.4378
-0.5605 2.5863 -0.5816
0.6869 -0.4899 -0.0154
-0.3698 -0.7639 0.1238
0.0348 0.1971 0.3684
-0.1335 0.0215 0.3148
-0.0721 0.0203 -0.3686
-0.0793 -1.1000 0.0720

## Properties
* HOMO energy: -0.221 Ha
* lowest unoccupied orbital energy: -0.0395 Eh
* frontier orbital gap: 4.95 eV

***

Record 6
Computed, not measured: a molecular structure, C3H3CuO in a non-equilibrium geometry, with ωB97M-V/def2-TZVPD.

Atoms and positions in Å:
O  1.221633  -2.586582  0.657704
C  0.354570  -1.803860  0.820537
H  -0.672373  -2.041923  1.205287
C  0.400486  0.994931  -0.122848
C  -0.627029  1.360817  -0.822266
H  1.367638  0.803926  -0.610042
H  0.387315  1.266958  0.946068
Cu  -2.432240  2.005733  -2.074440

Atomic forces in eV per Å
-0.9384 0.8349 0.1498
0.8749 -0.8266 -0.0916
0.0620 -0.0919 -0.0063
-0.8685 1.3896 -0.8317
-0.1670 -0.1322 -0.1369
-0.3038 -0.2943 0.1974
-0.0171 -0.3815 -0.2327
1.3578 -0.4979 0.9519

## Properties
* HOMO energy (spin up / spin down): -0.426 / -0.579 Ha
* lowest unoccupied orbital energy (spin up / spin down): -0.2186 / -0.2184 Eh
* expectation value of S²: 0.754
* spin multiplicity: 2
* net charge: +1
* frontier orbital gap (spin up / spin down): 5.65 / 9.83 eV

***

Record 7
Computed, not measured: a molecular structure, C3H3CuO3 in a non-equilibrium geometry, with ωB97M-V/def2-TZVPD.

Atoms and positions in Å:
H  0.202740  -0.080608  1.867076
O  1.128222  0.139573  0.838686
C  -0.934347  -0.869296  0.410524
C  0.353454  -0.370854  -0.081947
O  -1.164850  -0.726273  1.639661
O  -1.624126  -0.351910  -0.631730
C  -0.395908  0.120652  -1.288224
H  -0.192209  -0.410153  -2.226445
H  -0.456957  1.203466  -1.453917
Cu  3.083981  1.345404  0.926316

Atomic forces in eV per Å
0.0521 -0.6608 -1.7988
-0.4334 0.3556 1.6076
1.3816 3.8675 1.8991
-0.0288 -0.9880 0.0597
0.9543 -0.7061 -0.9991
-0.8796 -1.1883 -0.5761
0.1751 0.0965 -0.5940
-0.1955 0.1447 0.2320
0.0040 -0.2633 0.2358
-1.0298 -0.6578 -0.0663

## Properties
* HOMO energy (spin up / spin down): -0.464 / -0.564 Ha
* lowest unoccupied orbital energy (spin up / spin down): -0.2412 / -0.2410 Eh
* expectation value of S²: 0.754
* spin multiplicity: 2
* net charge: +1
* frontier orbital gap (spin up / spin down): 6.06 / 8.79 eV

***

Record 8
Computed, not measured: a molecular structure, C3H3ErO3 in a non-equilibrium geometry, with ωB97M-V/def2-TZVPD.

Atoms and positions in Å:
O  1.327125  -0.920344  0.847559
Er  1.627098  1.551833  0.132337
O  2.165753  -2.438649  -0.540248
C  1.592943  -1.930218  0.316402
O  -2.239711  -0.745834  0.598847
C  -3.214936  -0.191700  0.448004
H  -4.769347  0.535629  -0.016484
C  -4.025231  -0.086196  -0.711585
H  -3.563924  0.596225  -1.440147
H  -4.402215  -1.074828  -1.010632

Atomic forces in eV per Å
-2.0789 5.5230 2.6309
0.6296 -1.8325 0.9024
-1.5101 -1.7562 1.7209
4.0518 -1.7067 -5.2120
0.0076 1.1897 3.3076
4.1872 -4.2814 -3.6958
-0.8958 -0.6430 -2.8365
-4.1350 3.6253 2.8416
-0.1914 -0.1936 0.1743
-0.0651 0.0753 0.1665

## Properties
* HOMO energy (spin up / spin down): -1.011 / -1.011 Ha
* lowest unoccupied orbital energy (spin up / spin down): -0.8003 / -0.8625 Eh
* expectation value of S²: 3.752
* spin multiplicity: 4
* net charge: +4
* frontier orbital gap (spin up / spin down): 5.73 / 4.04 eV